Entry 1:
DFT (ωB97M-V/def2-TZVPD) results for a 2-piece molecular cluster, C5H12O overall.

Summary:
Net charge: 0
Frontier orbital gap: 0.337 hartree
Energy: -7426.224 eV
SMILES string: CC=C(C)C.O
Highest occupied orbital energy: -8.4 eV

Positions of all 18 atoms, in Å:
C (-0.11, 1.86, 0.48)
C (0.78, 0.80, 1.07)
C (1.13, -0.47, 0.55)
C (1.79, -1.55, 1.37)
C (0.93, -0.85, -0.88)
H (-1.18, 1.73, 0.73)
H (-0.01, 1.91, -0.62)
H (0.23, 2.82, 0.91)
H (1.18, 1.02, 2.07)
H (1.78, -1.35, 2.46)
H (2.83, -1.65, 1.04)
H (1.27, -2.51, 1.19)
H (0.48, -1.85, -0.88)
H (1.93, -0.91, -1.33)
H (0.31, -0.18, -1.50)
O (-4.55, 0.72, -2.01)
H (-3.65, 0.44, -2.29)
H (-5.14, 0.01, -2.36)


Entry 2:
DFT (ωB97M-V/def2-TZVPD) results for a 2-piece molecular cluster, C5H12O overall.

Summary:
Net charge: 0
Frontier orbital gap: 0.361 hartree
Energy: -7425.472 eV
SMILES string: C/C=C/CC.O
Highest occupied orbital energy: -8.9 eV

Positions of all 18 atoms, in Å:
C (-0.12, 1.37, -3.56)
C (-0.91, 0.65, -2.48)
C (-0.35, 0.34, -1.30)
C (-1.19, -0.30, -0.23)
C (-0.32, -1.11, 0.71)
H (0.76, 0.78, -3.81)
H (0.18, 2.39, -3.15)
H (-0.73, 1.45, -4.47)
H (-1.74, 0.06, -3.00)
H (0.68, 0.65, -1.13)
H (-1.85, 0.51, 0.10)
H (-1.87, -1.02, -0.71)
H (0.73, -1.02, 0.40)
H (-0.53, -2.18, 0.76)
H (-0.18, -0.69, 1.68)
O (2.09, -0.61, 5.45)
H (2.91, -0.17, 5.22)
H (2.16, -1.56, 5.44)


Entry 3:
DFT (ωB97M-V/def2-TZVPD) results for C5H12O as an isolated structure.

Summary:
Net charge: 0
Frontier orbital gap: 0.347 hartree
Energy: -7423.949 eV
Highest occupied orbital energy: -8.3 eV

Positions of all 18 atoms, in Å:
C (2.74, -0.18, 0.45)
C (1.49, 0.48, -0.11)
O (0.40, -0.42, -0.11)
C (-1.38, 0.34, -0.20)
C (-1.99, -0.44, -1.32)
C (-1.61, 0.02, 1.16)
H (3.01, -1.07, -0.13)
H (2.59, -0.49, 1.49)
H (3.58, 0.52, 0.43)
H (1.25, 1.38, 0.48)
H (1.68, 0.80, -1.14)
H (-1.06, 1.35, -0.44)
H (-2.99, -0.03, -1.50)
H (-2.10, -1.49, -1.04)
H (-1.41, -0.37, -2.24)
H (-1.60, 0.82, 1.89)
H (-0.30, -0.44, 0.93)
H (-2.28, -0.81, 1.37)


Entry 4:
DFT (ωB97M-V/def2-TZVPD) results for an isolated ion of composition C5H12O and charge +1.

Summary:
Net charge: +1
Frontier orbital gap (alpha / beta): 0.458 / 0.228 hartree
⟨S²⟩: 0.75
Multiplicity: 2
Energy: -7416.872 eV
Highest occupied orbital energy (alpha / beta): -16.0 / -16.0 eV

Positions of all 18 atoms, in Å:
C (-1.49, 1.19, 0.08)
O (-2.13, 0.82, 1.18)
C (-0.74, 0.01, -0.61)
C (0.47, -0.48, 0.22)
C (1.14, -1.63, -0.52)
C (1.45, 0.62, 0.59)
H (-2.19, 1.56, -0.69)
H (-0.84, 2.03, 0.30)
H (-2.92, 0.29, 0.94)
H (-1.36, -0.85, -0.87)
H (-0.47, 0.37, -1.60)
H (0.06, -0.88, 1.15)
H (0.47, -2.32, -1.00)
H (1.78, -2.12, 0.20)
H (1.68, -1.25, -1.39)
H (1.83, 1.07, -0.32)
H (0.96, 1.38, 1.19)
H (2.28, 0.19, 1.14)


Entry 5:
DFT (ωB97M-V/def2-TZVPD) results for a 2-piece molecular cluster, C5H12O2 overall.

Summary:
Net charge: 0
Frontier orbital gap: 0.346 hartree
Energy: -9473.875 eV
SMILES string: CC/C=C(\C)O.O
Highest occupied orbital energy: -8.7 eV

Positions of all 19 atoms, in Å:
C (2.25, 0.39, 1.04)
C (1.11, 0.74, 0.08)
C (0.31, -0.46, -0.36)
C (-0.90, -0.43, -0.93)
C (-1.63, 0.82, -1.34)
O (-1.45, -1.63, -1.33)
H (1.84, 0.00, 1.98)
H (2.92, -0.36, 0.61)
H (2.84, 1.28, 1.27)
H (0.46, 1.48, 0.56)
H (1.52, 1.21, -0.83)
H (0.76, -1.45, -0.23)
H (-1.37, 1.01, -2.38)
H (-2.72, 0.73, -1.26)
H (-1.32, 1.69, -0.75)
H (-2.42, -1.58, -1.28)
O (-0.75, -0.95, 2.08)
H (-0.43, -1.84, 1.88)
H (-1.03, -0.65, 1.20)


Entry 6:
DFT (ωB97M-V/def2-TZVPD) results for C5H12O2 as an isolated structure.

Summary:
Net charge: 0
Frontier orbital gap: 0.369 hartree
Energy: -9471.950 eV
Highest occupied orbital energy: -9.2 eV

Positions of all 19 atoms, in Å:
C (2.23, -0.01, 0.75)
C (0.97, 0.21, -0.01)
C (-0.06, -0.93, -0.04)
O (-0.39, -1.18, 1.31)
C (-1.29, -0.57, -0.89)
C (-1.68, 0.88, -0.57)
O (-0.60, 1.76, -0.77)
H (2.79, 0.93, 0.69)
H (1.94, -0.21, 1.78)
H (2.83, -0.82, 0.34)
H (1.19, 0.42, -1.09)
H (0.55, 1.18, 0.90)
H (0.42, -1.82, -0.50)
H (-1.07, -1.86, 1.34)
H (-2.13, -1.26, -0.69)
H (-1.05, -0.68, -1.95)
H (-2.01, 0.93, 0.47)
H (-2.50, 1.22, -1.21)
H (-0.14, 1.81, 0.12)


Entry 7:
DFT (ωB97M-V/def2-TZVPD) results for C5H12O2 as an isolated structure.

Summary:
Net charge: 0
Frontier orbital gap: 0.132 hartree
Energy: -9466.155 eV
Highest occupied orbital energy: -8.0 eV

Positions of all 19 atoms, in Å:
O (0.28, 1.99, 1.91)
C (-0.93, 1.66, 1.76)
C (-1.39, 0.74, 0.87)
C (-0.38, 0.12, -0.09)
C (-0.11, 0.87, -1.33)
C (-0.83, -1.34, -0.51)
H (-1.80, 2.10, 2.23)
H (-2.44, 0.36, 0.93)
H (3.14, -1.00, 1.73)
H (0.51, 0.11, 0.56)
H (0.68, 0.43, -1.94)
H (-1.13, 1.02, -1.78)
H (0.25, 1.95, -1.11)
H (-0.10, -1.64, -1.30)
H (-1.78, -1.38, -1.01)
H (-0.91, -1.94, 0.33)
H (2.70, -1.73, -1.36)
H (2.37, -1.10, 1.62)
O (1.90, -1.23, -1.51)


Entry 8:
DFT (ωB97M-V/def2-TZVPD) results for a 2-piece molecular cluster, C5H12O2 overall.

Summary:
Net charge: 0
Frontier orbital gap: 0.369 hartree
Energy: -9472.927 eV
SMILES string: CC/C=C/CO.O
Highest occupied orbital energy: -9.2 eV

Positions of all 19 atoms, in Å:
C (-2.07, -1.48, -0.85)
C (-1.28, -1.21, 0.49)
C (-0.59, 0.10, 0.65)
C (-0.90, 0.97, 1.62)
C (-0.12, 2.10, 2.15)
O (0.66, 2.66, 1.06)
H (-2.62, -2.41, -0.89)
H (-1.52, -1.40, -1.78)
H (-2.73, -0.61, -0.89)
H (-0.61, -2.08, 0.61)
H (-2.18, -1.31, 1.13)
H (0.04, 0.48, -0.15)
H (-1.72, 0.62, 2.26)
H (0.56, 1.81, 2.96)
H (-0.75, 2.85, 2.62)
H (0.16, 3.35, 0.61)
O (5.23, -1.77, -4.17)
H (5.71, -1.70, -3.35)
H (4.73, -0.96, -4.07)


Entry 9:
DFT (ωB97M-V/def2-TZVPD) results for one molecule with the formula C5H12O2.

Summary:
Net charge: 0
Frontier orbital gap: 0.403 hartree
Energy: -9469.937 eV
SMILES string: CC(C)OCCO
Highest occupied orbital energy: -10.0 eV

Positions of all 19 atoms, in Å:
C (-2.11, 1.27, 0.11)
C (-1.36, -0.04, 0.33)
C (-1.95, -1.23, -0.50)
O (0.00, 0.25, -0.06)
C (0.90, -0.55, 0.69)
C (2.21, -0.48, -0.10)
O (2.51, 0.84, -0.39)
H (-3.20, 1.05, 0.21)
H (-1.86, 2.21, 0.44)
H (-2.16, 1.54, -0.99)
H (-1.58, -0.35, 1.27)
H (-1.73, -0.92, -1.42)
H (-1.61, -2.17, -0.22)
H (-2.85, -1.28, -0.38)
H (1.18, -0.05, 1.79)
H (0.85, -1.57, 0.75)
H (2.91, -1.08, 0.40)
H (1.99, -1.18, -0.94)
H (1.81, 1.18, -0.54)


Entry 10:
DFT (ωB97M-V/def2-TZVPD) results for a 2-piece molecular cluster, C5H12O2 overall.

Summary:
Net charge: 0
Frontier orbital gap: 0.402 hartree
Energy: -9474.006 eV
SMILES string: CC(C)CC=O.O
Highest occupied orbital energy: -10.1 eV

Positions of all 19 atoms, in Å:
C (1.26, 0.41, -1.44)
C (1.26, 0.87, 0.03)
C (2.64, 1.42, 0.44)
C (0.79, -0.24, 1.01)
C (-0.17, -1.17, 0.39)
O (-1.35, -1.19, 0.67)
H (0.26, 0.14, -1.78)
H (1.53, 1.27, -2.07)
H (2.01, -0.34, -1.71)
H (0.49, 1.63, 0.07)
H (2.52, 1.66, 1.50)
H (2.83, 2.26, -0.21)
H (3.39, 0.64, 0.38)
H (1.61, -0.84, 1.42)
H (0.40, 0.27, 1.89)
H (0.13, -1.90, -0.36)
O (-3.99, -0.32, -0.78)
H (-3.90, 0.08, 0.09)
H (-3.44, -1.06, -0.56)